This record from OMol25 describes C51H43AsF5Ge2NaPS3 as an isolated structure. The level of theory is ωB97M-V/def2-TZVPD.

Structure (XYZ):
```
107
Properties=species:S:1:pos:R:3:lowdin_spin:R:1
Na 1.6058 -0.6538 1.0134 0.0044
S -0.0346 1.4517 1.7112 0.1556
C 0.7540 3.0335 1.6778 0.0231
C 0.3888 3.9844 2.6410 0.0185
C 0.9936 5.2256 2.6940 0.0002
C 1.9863 5.5599 1.7810 0.0192
C 2.3511 4.6379 0.8108 -0.0012
C 1.7423 3.3915 0.7438 0.0163
As 2.1723 2.0502 -0.6111 0.0020
C 0.8472 2.5516 -1.9511 0.0014
C 0.0292 3.6681 -1.8588 0.0000
C -0.8096 3.9994 -2.9119 0.0001
C -0.8437 3.2142 -4.0543 0.0001
C -0.0468 2.0807 -4.1386 0.0003
C 0.7933 1.7481 -3.0867 0.0012
C 3.7119 2.9566 -1.4455 0.0001
C 3.6278 3.7925 -2.5541 0.0001
C 4.7683 4.3844 -3.0815 0.0000
C 6.0065 4.1522 -2.5039 0.0001
C 6.1001 3.3171 -1.4001 0.0000
C 4.9619 2.7191 -0.8825 0.0001
H -0.3738 3.7172 3.3615 0.0009
H 0.6941 5.9334 3.4586 -0.0004
H 2.4718 6.5279 1.8199 0.0015
H 3.1160 4.8999 0.0877 -0.0006
H 0.0457 4.2830 -0.9665 0.0000
H -1.4566 4.8627 -2.8251 0.0000
H -1.5097 3.4715 -4.8691 0.0000
H -0.0868 1.4446 -5.0138 0.0000
H 1.4088 0.8566 -3.1485 0.0000
H 2.6648 3.9883 -3.0100 0.0000
H 4.6832 5.0305 -3.9472 0.0000
H 6.8960 4.6134 -2.9156 0.0000
H 7.0632 3.1197 -0.9457 0.0000
H 5.0543 2.0534 -0.0300 0.0000
S 3.1873 -4.1157 5.5561 0.0001
P 2.4607 -3.4065 3.8545 0.0001
S 2.4568 -1.4366 3.5047 0.0014
C 0.7441 -4.0195 3.6072 0.0000
C 0.4725 -5.3766 3.7675 0.0000
C -0.8015 -5.8680 3.5520 0.0000
C -1.8301 -5.0067 3.1857 0.0000
C -1.5745 -3.6540 3.0400 0.0000
C -0.2907 -3.1663 3.2490 0.0001
C 3.3387 -4.1912 2.4479 0.0000
C 2.7425 -4.2456 1.1920 0.0000
C 3.4357 -4.7466 0.1024 0.0000
C 4.7372 -5.2038 0.2595 0.0000
C 5.3350 -5.1563 1.5102 0.0000
C 4.6378 -4.6555 2.5987 0.0000
H 1.2726 -6.0421 4.0706 0.0000
H -0.9980 -6.9272 3.6711 0.0000
H -2.8279 -5.3928 3.0154 0.0000
H -2.3660 -2.9703 2.7568 0.0000
H -0.0850 -2.1083 3.1427 0.0003
H 1.7322 -3.8787 1.0543 0.0000
H 2.9636 -4.7640 -0.8711 0.0000
H 5.2842 -5.5888 -0.5928 0.0000
H 6.3518 -5.5090 1.6401 0.0000
H 5.0898 -4.6266 3.5833 0.0000
C -5.0379 -0.4969 -2.2317 0.0410
Ge -3.1800 -0.8476 -1.6174 0.1026
C -3.2317 -2.7665 -1.1737 0.0068
C -2.0635 -0.6819 -3.2318 0.0011
Ge -2.2542 0.5844 0.1675 0.4050
C -2.9425 2.4099 -0.1664 0.0417
C -3.5175 2.7878 -1.3765 0.0163
C -4.0020 4.0716 -1.5842 0.0003
C -3.8986 5.0244 -0.5835 0.0131
C -3.3060 4.6767 0.6229 -0.0010
C -2.8380 3.3880 0.8252 0.0120
C -3.2607 -0.0108 1.8063 0.0500
C -2.9267 0.3880 3.1025 0.0080
C -3.6552 -0.0273 4.2079 -0.0008
C -4.7515 -0.8610 4.0561 0.0084
C -5.1094 -1.2661 2.7800 0.0015
C -4.3725 -0.8449 1.6825 0.0195
H -5.2730 -1.2538 -2.9830 0.0066
H -5.1725 0.4853 -2.6779 0.0005
H -5.7522 -0.5925 -1.4141 0.0003
H -3.3321 -3.3070 -2.1163 0.0016
H -4.0924 -3.0048 -0.5513 0.0000
H -2.3350 -3.1149 -0.6713 0.0001
H -2.2545 -1.5237 -3.8990 0.0002
H -1.0042 -0.6745 -2.9778 0.0006
H -2.2865 0.2444 -3.7626 0.0000
H -3.5814 2.0764 -2.1918 0.0014
H -4.4493 4.3293 -2.5380 -0.0003
H -4.2693 6.0310 -0.7410 0.0011
H -3.2051 5.4131 1.4119 -0.0003
H -2.3739 3.1338 1.7699 0.0012
H -2.0612 1.0178 3.2573 0.0004
H -3.3468 0.2938 5.1960 -0.0003
H -5.3141 -1.1949 4.9202 0.0007
H -5.9635 -1.9177 2.6317 -0.0001
H -4.6988 -1.1840 0.7086 0.0046
F 3.3287 -0.8403 -2.5656 0.0001
C 2.3016 -1.7280 -2.3729 0.0006
C 1.5457 -1.6869 -1.2320 0.0034
C 0.5577 -2.6300 -1.1755 0.0017
F -0.2237 -2.7144 -0.0444 0.0048
C 0.2716 -3.5550 -2.1676 0.0001
F -0.7213 -4.4605 -2.0675 0.0000
C 1.0557 -3.5360 -3.3110 0.0002
F 0.8136 -4.4031 -4.3154 0.0000
C 2.0903 -2.6195 -3.4165 0.0001
F 2.8485 -2.6212 -4.5359 0.0000
```

Values from the calculation:
strongest force on any atom	0.4	eV/A
<S²>	0.76
total charge	-2
2S+1	2
energy above the lowest of the compared OMol25 structures with the same formula, charge and spin	0.8	kJ/mol

---

This record from OMol25 describes a 3-piece molecular cluster, C23H47N3O4 overall. The level of theory is ωB97M-V/def2-TZVPD.

Structure (XYZ):
```
77
Properties=species:S:1:pos:R:3:lowdin_spin:R:1
C -2.0278 7.8392 3.5029 0.0000
C -3.1427 6.8233 3.8323 0.0000
C -3.8227 6.2273 2.5931 0.0000
C -2.8767 5.3965 1.7059 0.0000
N -2.7401 3.9954 2.1568 0.0000
C -1.6051 3.7113 2.9325 0.0000
O -1.5887 3.5970 4.1278 0.0000
O -0.4845 3.5465 2.2224 -0.0001
H -2.2230 8.8066 3.9766 0.0000
H -1.9379 8.0101 2.4241 0.0000
H -1.0530 7.4960 3.8642 0.0000
H -2.7341 5.9969 4.4249 0.0000
H -3.9034 7.3038 4.4587 0.0000
H -4.2818 7.0174 1.9820 0.0000
H -4.6405 5.5700 2.9232 0.0000
H -3.2365 5.4127 0.6690 0.0000
H -1.8763 5.8440 1.7080 0.0000
H -3.5497 3.6767 2.6761 0.0000
H -0.6741 3.4567 1.2766 0.0000
C 0.2568 1.1789 -4.6016 0.0047
C 0.8815 0.8931 -3.2213 0.0248
C 1.0826 -0.6092 -2.9984 0.0169
C -0.2091 -1.3824 -2.7559 0.0015
C -1.0084 -0.7598 -1.6153 0.0174
C -1.2821 0.7332 -1.8161 0.0257
N 0.0217 1.4168 -2.1078 0.3948
O 0.6724 1.7573 -1.0543 0.5049
C -2.3099 0.9548 -2.9309 0.0039
C -1.8376 1.3414 -0.5392 -0.0016
C 2.2252 1.6074 -3.1480 -0.0014
H -0.2923 0.3277 -5.0015 0.0000
H -0.4165 2.0337 -4.5649 0.0015
H 1.0438 1.4185 -5.3158 -0.0003
H 1.7376 -0.7508 -2.1344 0.0014
H 1.6131 -1.0186 -3.8616 0.0020
H -0.8103 -1.4333 -3.6684 0.0003
H 0.0445 -2.4117 -2.4957 0.0009
H -1.9643 -1.2730 -1.4831 0.0020
H -0.4471 -0.8867 -0.6834 0.0021
H -2.4172 2.0180 -3.1503 0.0012
H -3.2764 0.5811 -2.5916 -0.0004
H -2.0704 0.4366 -3.8540 0.0000
H -1.2132 1.1294 0.3258 -0.0003
H -2.8289 0.9290 -0.3436 -0.0004
H -1.9380 2.4248 -0.6334 0.0001
H 2.0993 2.6876 -3.2352 0.0001
H 2.8431 1.2606 -3.9774 -0.0004
H 2.7450 1.3982 -2.2173 -0.0004
C 0.0227 -5.1624 1.3441 0.0043
C 1.0829 -5.2166 0.2268 0.0252
C 2.2691 -6.1049 0.6199 0.0169
C 3.1779 -5.4853 1.6771 0.0009
C 3.6446 -4.0970 1.2490 0.0170
C 2.4878 -3.1553 0.9039 0.0257
N 1.6119 -3.8493 -0.1019 0.3922
O 2.0259 -3.7327 -1.3117 0.5061
C 1.7142 -2.7517 2.1632 0.0033
C 3.0156 -1.8785 0.2612 -0.0009
C 0.4221 -5.7715 -1.0296 -0.0012
H 0.4303 -5.3940 2.3269 0.0000
H -0.4521 -4.1842 1.3935 0.0015
H -0.7603 -5.8921 1.1403 -0.0003
H 2.8597 -6.3082 -0.2786 0.0017
H 1.8735 -7.0634 0.9657 0.0019
H 2.6695 -5.4369 2.6437 0.0003
H 4.0464 -6.1297 1.8246 0.0007
H 4.2409 -3.6308 2.0370 0.0019
H 4.2909 -4.1907 0.3709 0.0018
H 0.8249 -2.1772 1.9006 0.0010
H 2.3549 -2.1157 2.7744 -0.0004
H 1.4110 -3.5910 2.7810 0.0000
H 3.6487 -2.0882 -0.5970 -0.0004
H 3.6003 -1.3307 1.0014 -0.0004
H 2.1941 -1.2388 -0.0652 0.0006
H -0.3825 -5.1163 -1.3677 0.0002
H -0.0027 -6.7481 -0.7928 -0.0004
H 1.1315 -5.8891 -1.8435 -0.0004
```

Values from the calculation:
strongest force on any atom	0.6	eV/A
<S²>	2.01
total charge	0
2S+1	3
energy	-1369.6961	a.u.

---

This record from OMol25 describes a 15-piece molecular cluster, C27H84O15 overall in a non-equilibrium geometry. The level of theory is ωB97M-V/def2-TZVPD.

Structure (XYZ):
```
126
Properties=species:S:1:pos:R:3:mulliken_charge:R:1
C 2.5433 5.0874 0.2852 -1.2600
C 2.3024 5.7473 -1.0833 0.5917
C 1.7963 4.8154 -2.1361 -0.7816
O 1.2847 6.6491 -0.8401 -0.5534
H 3.5629 4.7262 0.4198 0.3958
H 1.7541 4.3936 0.5749 0.0745
H 2.3963 5.7753 1.1178 0.4520
H 3.2533 6.2556 -1.2432 0.1800
H 2.3731 3.8910 -2.1068 0.0272
H 2.0072 5.2977 -3.0906 0.4334
H 0.7608 4.5004 -2.0076 0.0309
H 1.6612 7.3155 -0.2606 0.3589
C 0.6490 1.2994 -0.6285 -0.7507
C 1.0465 0.4653 0.5885 2.0995
C 0.2288 -0.8148 0.6202 0.3044
O 2.3767 0.0622 0.5426 -0.5647
H 1.4493 2.0019 -0.8613 -0.0357
H -0.2359 1.8241 -0.2682 -0.1254
H 0.5205 0.6747 -1.5125 0.1227
H 0.9984 0.9924 1.5414 -0.8499
H 0.5537 -1.4763 -0.1829 -0.0475
H -0.8167 -0.5447 0.4712 -0.1520
H 0.4142 -1.3648 1.5428 -0.0303
H 2.5263 -0.5413 1.2740 0.0126
C 0.7883 -2.9245 -3.3936 -0.3033
C 1.8250 -4.0324 -3.1821 0.1356
C 2.9786 -3.6772 -2.2355 -0.5714
O 1.1337 -5.1579 -2.7512 -0.6516
H 1.2031 -2.0212 -3.8409 0.2965
H 0.4028 -2.6565 -2.4099 -0.4825
H -0.0661 -3.1376 -4.0360 0.3563
H 2.3111 -4.3798 -4.0938 0.4039
H 3.4900 -2.7838 -2.5938 0.2999
H 3.7119 -4.4836 -2.2467 0.4069
H 2.6704 -3.5812 -1.1944 -0.3180
H 0.7198 -4.8769 -1.9318 0.3153
C -1.7816 0.0435 -4.1682 -0.8537
C -0.8689 0.9756 -4.9718 0.5590
C -1.4258 1.5469 -6.2467 -1.5120
O -0.5311 2.1020 -4.1779 -0.5359
H -1.3293 -0.2067 -3.2085 -0.1617
H -1.8535 -0.9304 -4.6523 0.4738
H -2.7241 0.5233 -3.9042 0.3852
H 0.0434 0.4173 -5.1817 0.3095
H -0.6910 2.1579 -6.7709 0.3549
H -2.2986 2.1164 -5.9272 0.2855
H -1.7825 0.7430 -6.8907 0.4055
H 0.3550 2.3776 -4.4238 0.2469
C -3.4442 1.5735 1.2344 -0.3919
C -4.1586 0.4425 0.5698 0.2164
C -4.2446 0.6237 -0.9442 -1.3255
O -3.5312 -0.8020 0.8469 -0.4107
H -2.4638 1.7234 0.7824 -0.5357
H -3.3779 1.5164 2.3208 0.4242
H -3.9081 2.5308 0.9965 0.6227
H -5.1580 0.3019 0.9817 0.3844
H -3.2399 0.6247 -1.3670 0.0210
H -4.7510 1.5552 -1.1970 0.4633
H -4.8027 -0.1477 -1.4749 0.4434
H -3.7854 -1.0964 1.7245 -0.0512
C -3.9653 -2.9728 4.9447 -1.5121
C -2.9358 -1.9932 4.2475 0.6707
C -2.1584 -2.6470 3.0722 -0.9130
O -3.7555 -1.0038 3.7441 -0.4938
H -4.8082 -3.2566 4.3145 0.3459
H -4.3458 -2.5142 5.8574 0.4391
H -3.4888 -3.9276 5.1669 0.3729
H -2.2606 -1.5816 4.9977 0.1312
H -1.5237 -1.8982 2.5984 -0.1461
H -2.7981 -3.0820 2.3043 0.1899
H -1.5083 -3.4491 3.4218 0.6635
H -4.2318 -0.6330 4.4906 0.3088
C 2.8392 1.0614 4.7948 -0.1314
O 2.0482 1.3922 5.9287 -0.6292
H 3.1182 0.0160 4.9268 0.1626
H 2.3489 1.1708 3.8275 -0.0939
H 3.7237 1.6960 4.8504 0.3384
H 2.5750 1.2633 6.7208 0.3268
C 0.1439 -5.7043 0.1706 -1.0087
O 0.2403 -4.3429 -0.1450 0.4391
H -0.2523 -5.8871 1.1694 0.2267
H -0.5460 -6.1605 -0.5393 0.3491
H 1.0572 -6.2938 0.0905 0.3505
H -0.6072 -3.9030 -0.0454 0.0163
C 5.2748 -1.9296 0.1570 0.0240
O 5.8839 -0.7450 -0.1124 -0.6070
H 4.2386 -1.6657 -0.0550 -0.3032
H 5.5459 -2.7310 -0.5302 0.2451
H 5.3994 -2.2471 1.1922 0.2882
H 5.4679 -0.3480 -0.8810 0.4487
C -2.5775 4.1510 -1.7824 -0.3869
O -2.7020 2.9639 -2.5864 -0.3497
H -1.7575 4.0575 -1.0704 -0.0818
H -2.3009 4.9884 -2.4231 0.3748
H -3.5138 4.3380 -1.2567 0.2865
H -1.9081 2.8229 -3.1074 0.2527
C -2.6801 -3.4855 -1.4423 -0.6319
O -2.2867 -3.1590 -0.1129 -0.5603
H -3.5907 -4.0833 -1.4020 0.2814
H -2.6960 -2.5837 -2.0544 0.1362
H -1.9642 -4.1428 -1.9357 0.3214
H -2.6492 -2.2996 0.1144 0.3544
C 3.4305 0.8239 -3.1740 0.2995
O 4.0171 0.2826 -2.0032 -0.6664
H 4.2000 0.8276 -3.9459 0.4028
H 2.6685 0.1206 -3.5099 -0.1633
H 3.0604 1.8052 -2.8768 -0.3090
H 3.3777 0.2530 -1.2878 0.3673
C -1.2730 4.2592 1.9237 -0.0468
O -1.7058 4.2149 3.2933 -0.6111
H -0.7030 3.3790 1.6263 -0.2815
H -2.1174 4.2297 1.2350 0.1358
H -0.6527 5.1255 1.6940 0.4566
H -1.0764 3.6623 3.7624 0.3425
C -0.6661 0.7703 3.9185 -0.0690
O -0.0111 1.9777 4.1188 -0.5364
H -1.2300 0.3969 4.7734 0.4572
H -1.3622 0.8982 3.0896 -0.0180
H 0.0858 0.0743 3.5466 -0.0022
H 0.6545 1.8970 4.8060 0.2015
C 2.3994 -3.2442 2.1094 -0.3263
O 2.6887 -2.1020 2.9564 -0.4587
H 1.3275 -3.4379 2.1513 0.1607
H 2.6654 -3.0265 1.0751 -0.2230
H 2.9564 -4.1028 2.4845 0.4906
H 2.3513 -2.3679 3.8149 0.2640
```

Values from the calculation:
strongest force on any atom	3.0	eV/A
total charge	0
energy above the lowest of the compared OMol25 structures with the same formula, charge and spin	455.0	kJ/mol

---

This record from OMol25 describes one molecule with the formula C4H12N2 in a non-equilibrium geometry. The level of theory is ωB97M-V/def2-TZVPD.

Structure (XYZ):
```
18
Properties=species:S:1:pos:R:3:mulliken_charge:R:1
C -2.6320 0.9940 0.2829 -0.7525
N -1.3123 0.7929 -0.3406 -0.2918
C -0.0589 1.2320 0.3065 -0.4629
C 1.0583 0.1981 -0.1921 -0.7626
N 0.6044 -1.1353 -0.0727 -0.2949
C 1.8751 -1.9052 -0.3204 -0.9549
H -2.3679 1.9580 0.8972 0.2681
H -3.3789 1.1766 -0.5165 0.2615
H -3.1372 0.2910 1.0526 0.2213
H -1.1595 -0.1135 -0.8945 0.2684
H -0.1122 1.1069 1.4628 0.3008
H 0.1978 2.2188 -0.0474 0.2794
H 2.0396 0.4435 0.1951 0.4881
H 1.4345 0.5235 -1.3101 0.2779
H 0.2468 -1.5052 0.8165 0.2023
H 1.6266 -2.9273 -0.6919 0.3204
H 2.7208 -1.8933 0.5119 0.2479
H 2.3552 -1.4555 -1.1392 0.3835
```

Values from the calculation:
strongest force on any atom	4.4	eV/A
total charge	0
energy above the lowest of the compared OMol25 structures with the same formula, charge and spin	260.4	kJ/mol